(1)
Computed, not measured: 2 unconnected molecules or ions with the total composition C4H11N3O2, with wB97M-V/def2-TZVPD.

Geometry as ORCA input:
```
! RIJCOSX wB97M-V def2-TZVPD def2/J DEFGRID3
* xyz 1 2
C 1.66 -0.08 1.56
C 0.77 1.79 0.24
N -0.10 2.18 -0.62
N 0.59 0.61 0.87
N 1.87 2.53 0.69
H -1.14 0.28 -1.33
H 0.01 3.00 -1.21
H 0.05 -0.12 0.40
H 1.78 3.45 0.26
H 1.80 2.54 1.71
H 2.27 -0.63 0.84
H 1.25 -0.81 2.25
H 2.41 0.48 2.11
C -2.30 -2.69 -1.21
C -1.38 -1.54 -0.98
O -1.84 -0.37 -1.43
O -0.33 -1.58 -0.36
H -3.32 -2.52 -0.88
H -1.85 -3.53 -0.67
H -2.19 -3.01 -2.24
*
```

Results
LUMO (alpha / beta): -0.1174 / -0.2954 Eh
expectation value of S²: 0.7825
energy relative to the best compared isomer or geometry (same formula, charge and spin): 119.8 kJ/mol
gap between HOMO and LUMO (alpha / beta): 0.42059 / 0.23999 hartree
M: 133.15 g/mol
E_tot: -473.4728 hartree

Population analysis type Löwdin, resulting atomic charges in e: atom 1 (C): -0.014, atom 2 (C): -0.441, atom 3 (N): 0.290, atom 4 (N): 0.128, atom 5 (N): 0.164, atom 6 (H): 0.071, atom 7 (H): 0.116, atom 8 (H): 0.081, atom 9 (H): 0.113, atom 10 (H): 0.124, atom 11 (H): 0.134, atom 12 (H): 0.115, atom 13 (H): 0.097, atom 14 (C): 0.041, atom 15 (C): -0.525, atom 16 (O): 0.136, atom 17 (O): 0.062, atom 18 (H): 0.102, atom 19 (H): 0.098, atom 20 (H): 0.108



(2)
Computed, not measured: 2 unconnected molecules or ions with the total composition C4H11N3O2, with wB97M-V/def2-TZVPD.

Geometry as ORCA input:
```
! RIJCOSX wB97M-V def2-TZVPD def2/J DEFGRID3
* xyz 1 2
C 0.53 -3.46 0.25
C -0.02 -2.05 0.53
O -1.18 -2.00 -0.17
O 0.32 -1.11 1.21
H 1.37 -3.24 -0.46
H -0.31 -4.01 -0.19
H 0.90 -4.02 1.12
C -0.56 1.27 -2.15
C 0.15 1.80 0.05
N -0.76 1.34 -0.75
N 1.41 2.32 -0.18
N -0.10 2.01 1.41
H -1.91 -1.42 0.09
H -0.32 2.19 -2.69
H -1.20 0.52 -2.66
H 1.81 2.48 -1.09
H 1.51 3.19 0.35
H -1.06 1.72 1.56
H 0.52 1.50 2.04
H 0.44 0.83 -2.41
*
```

Results
LUMO (alpha / beta): -0.1263 / -0.2998 Eh
expectation value of S²: 0.7601
energy relative to the best compared isomer or geometry (same formula, charge and spin): 211.5 kJ/mol
gap between HOMO and LUMO (alpha / beta): 0.38573 / 0.21129 hartree
M: 133.15 g/mol
E_tot: -473.4379 hartree

Population analysis type Löwdin, resulting atomic charges in e: atom 1 (C): 0.030, atom 2 (C): -0.534, atom 3 (O): 0.055, atom 4 (O): 0.073, atom 5 (H): 0.107, atom 6 (H): 0.083, atom 7 (H): 0.099, atom 8 (C): -0.069, atom 9 (C): -0.414, atom 10 (N): 0.163, atom 11 (N): 0.216, atom 12 (N): 0.198, atom 13 (H): 0.122, atom 14 (H): 0.124, atom 15 (H): 0.112, atom 16 (H): 0.122, atom 17 (H): 0.142, atom 18 (H): 0.124, atom 19 (H): 0.128, atom 20 (H): 0.118



(3)
Computed, not measured: 2 unconnected molecules or ions with the total composition C4H11N3O2, with wB97M-V/def2-TZVPD.

Geometry as ORCA input:
```
! RIJCOSX wB97M-V def2-TZVPD def2/J DEFGRID3
* xyz 1 2
C 0.50 0.95 -2.17
C 1.27 -0.13 -2.88
O 2.53 -0.47 -2.44
O 0.89 -0.51 -3.96
H 1.22 1.59 -1.69
H 0.00 0.49 -1.31
H -0.28 1.27 -2.82
C -1.03 1.72 1.85
C -0.58 -0.73 1.67
N -0.20 0.51 1.78
N -1.82 -1.32 1.83
N 0.52 -1.52 1.61
H 2.94 -0.79 -3.26
H -1.95 1.40 2.31
H -1.18 2.06 0.83
H -2.37 -1.05 1.01
H -1.89 -2.30 2.04
H 0.44 -2.53 1.71
H 1.46 -1.16 1.52
H -0.48 2.51 2.37
*
```

Results
LUMO (alpha / beta): -0.1297 / -0.2869 Eh
expectation value of S²: 0.7645
energy relative to the best compared isomer or geometry (same formula, charge and spin): 192.9 kJ/mol
gap between HOMO and LUMO (alpha / beta): 0.35480 / 0.19756 hartree
M: 133.15 g/mol
E_tot: -473.4450 hartree

Population analysis type Löwdin, resulting atomic charges in e: atom 1 (C): 0.020, atom 2 (C): -0.555, atom 3 (O): 0.077, atom 4 (O): 0.107, atom 5 (H): 0.087, atom 6 (H): 0.053, atom 7 (H): 0.089, atom 8 (C): -0.019, atom 9 (C): -0.429, atom 10 (N): 0.141, atom 11 (N): 0.186, atom 12 (N): 0.268, atom 13 (H): 0.127, atom 14 (H): 0.090, atom 15 (H): 0.103, atom 16 (H): 0.138, atom 17 (H): 0.120, atom 18 (H): 0.144, atom 19 (H): 0.148, atom 20 (H): 0.105



(4)
Computed, not measured: a molecular structure, C4H11N3O3, with wB97M-V/def2-TZVPD.

Geometry as ORCA input:
```
! RIJCOSX wB97M-V def2-TZVPD def2/J DEFGRID3
* xyz 0 1
C 1.25 0.37 1.55
C 0.87 0.71 0.12
N -1.56 1.94 1.37
O -1.02 1.27 0.29
O 1.53 1.47 -0.57
H -1.49 1.39 2.22
H -2.55 2.07 1.16
H 0.47 -0.20 2.04
H 1.40 1.31 2.09
H 2.18 -0.21 1.54
C 0.74 -1.84 -0.45
C 0.08 -0.48 -0.66
N -0.06 -0.12 -2.06
O -2.22 -0.59 -0.86
N -1.21 -0.46 0.00
H -1.82 -0.36 -1.76
H 0.15 0.88 -2.16
H 0.56 -0.64 -2.66
H 0.24 -2.58 -1.07
H 1.79 -1.77 -0.73
H 0.67 -2.15 0.59
*
```

Results
LUMO (alpha / beta): 0.0303 / 0.0303 Eh
energy relative to the best compared isomer or geometry (same formula, charge and spin): 480.1 kJ/mol
gap between HOMO and LUMO (alpha / beta): 0.35883 / 0.35880 hartree
M: 149.15 g/mol
E_tot: -548.8207 hartree

Population analysis type Löwdin, resulting atomic charges in e: atom 1 (C): -0.013, atom 2 (C): -0.449, atom 3 (N): 0.049, atom 4 (O): -0.230, atom 5 (O): 0.045, atom 6 (H): 0.081, atom 7 (H): 0.085, atom 8 (H): 0.075, atom 9 (H): 0.090, atom 10 (H): 0.092, atom 11 (C): -0.006, atom 12 (C): -0.514, atom 13 (N): 0.096, atom 14 (O): -0.002, atom 15 (N): 0.023, atom 16 (H): 0.106, atom 17 (H): 0.100, atom 18 (H): 0.102, atom 19 (H): 0.090, atom 20 (H): 0.097, atom 21 (H): 0.083



(5)
Computed, not measured: a molecular structure, C4H11N3S, with wB97M-V/def2-TZVPD.

Geometry as ORCA input:
```
! RIJCOSX wB97M-V def2-TZVPD def2/J DEFGRID3
* xyz 0 1
C 0.44 1.85 -1.50
C -2.29 -1.20 0.27
C 0.67 1.29 -0.09
C 1.33 -0.69 1.10
N -1.32 -0.43 0.96
N 1.62 0.24 0.08
N 0.24 -1.44 0.81
S 0.17 -2.62 -0.20
H 0.38 1.24 -2.26
H -0.56 2.36 -1.33
H 1.23 2.67 -1.78
H -1.92 -1.76 -0.64
H -3.24 -0.65 0.06
H -2.56 -1.91 1.14
H 0.91 2.22 0.55
H -0.21 0.71 0.23
H 2.11 -1.40 1.23
H 1.30 -0.15 2.06
H 1.72 -0.33 -0.70
*
```

Results
LUMO (alpha / beta): -0.0120 / -0.0308 Eh
energy relative to the best compared isomer or geometry (same formula, charge and spin): 632.0 kJ/mol
gap between HOMO and LUMO (alpha / beta): 0.29378 / 0.28145 hartree
M: 133.22 g/mol
E_tot: -721.2279 hartree

Population analysis type Löwdin, resulting atomic charges in e: atom 1 (C): -0.078, atom 2 (C): -0.278, atom 3 (C): -0.297, atom 4 (C): -0.398, atom 5 (N): 0.048, atom 6 (N): -0.055, atom 7 (N): -0.567, atom 8 (S): 0.729, atom 9 (H): -0.006, atom 10 (H): 0.096, atom 11 (H): 0.108, atom 12 (H): 0.005, atom 13 (H): 0.088, atom 14 (H): 0.114, atom 15 (H): 0.143, atom 16 (H): 0.039, atom 17 (H): 0.102, atom 18 (H): 0.138, atom 19 (H): 0.069



(6)
Computed, not measured: a gas-phase ion, C4H11N4 (charge +1), with wB97M-V/def2-TZVPD.

Geometry as ORCA input:
```
! RIJCOSX wB97M-V def2-TZVPD def2/J DEFGRID3
* xyz 1 1
C -1.51 1.54 -0.18
C -0.53 0.55 0.42
N 0.91 0.93 0.19
N 1.66 -0.21 0.30
C 2.92 -0.23 -0.30
N 0.48 -1.41 -0.26
N -0.58 -0.86 0.00
C -1.75 -1.62 0.28
H -2.50 1.50 0.20
H -1.62 1.40 -1.30
H -1.25 2.57 0.22
H -0.80 0.61 1.45
H 1.03 1.50 -0.63
H 3.05 0.78 -0.84
H 3.65 -0.39 0.55
H 3.08 -1.19 -0.95
H -2.68 -1.07 0.23
H -1.63 -2.10 1.18
H -1.93 -2.30 -0.56
*
```

Results
SMILES: C[C@@H]1NN(C)N=[N+]1C
LUMO (alpha / beta): -0.1858 / -0.1859 Eh
energy relative to the best compared isomer or geometry (same formula, charge and spin): 540.4 kJ/mol
gap between HOMO and LUMO (alpha / beta): 0.31270 / 0.31266 hartree
M: 115.16 g/mol
E_tot: -377.6209 hartree

Population analysis type Löwdin, resulting atomic charges in e: atom 1 (C): -0.021, atom 2 (C): -0.275, atom 3 (N): 0.037, atom 4 (N): -0.101, atom 5 (C): -0.080, atom 6 (N): 0.294, atom 7 (N): -0.158, atom 8 (C): 0.029, atom 9 (H): 0.065, atom 10 (H): 0.120, atom 11 (H): 0.123, atom 12 (H): 0.154, atom 13 (H): 0.125, atom 14 (H): 0.114, atom 15 (H): 0.114, atom 16 (H): 0.135, atom 17 (H): 0.106, atom 18 (H): 0.092, atom 19 (H): 0.127



> The highest M belongs to which entry?

C4H11N3O3



Repeat the fifth record exactly.
Computed, not measured: a molecular structure, C4H11N3S, with wB97M-V/def2-TZVPD.

Geometry as ORCA input:
```
! RIJCOSX wB97M-V def2-TZVPD def2/J DEFGRID3
* xyz 0 1
C 0.44 1.85 -1.50
C -2.29 -1.20 0.27
C 0.67 1.29 -0.09
C 1.33 -0.69 1.10
N -1.32 -0.43 0.96
N 1.62 0.24 0.08
N 0.24 -1.44 0.81
S 0.17 -2.62 -0.20
H 0.38 1.24 -2.26
H -0.56 2.36 -1.33
H 1.23 2.67 -1.78
H -1.92 -1.76 -0.64
H -3.24 -0.65 0.06
H -2.56 -1.91 1.14
H 0.91 2.22 0.55
H -0.21 0.71 0.23
H 2.11 -1.40 1.23
H 1.30 -0.15 2.06
H 1.72 -0.33 -0.70
*
```

Results
LUMO (alpha / beta): -0.0120 / -0.0308 Eh
energy relative to the best compared isomer or geometry (same formula, charge and spin): 632.0 kJ/mol
gap between HOMO and LUMO (alpha / beta): 0.29378 / 0.28145 hartree
M: 133.22 g/mol
E_tot: -721.2279 hartree

Population analysis type Löwdin, resulting atomic charges in e: atom 1 (C): -0.078, atom 2 (C): -0.278, atom 3 (C): -0.297, atom 4 (C): -0.398, atom 5 (N): 0.048, atom 6 (N): -0.055, atom 7 (N): -0.567, atom 8 (S): 0.729, atom 9 (H): -0.006, atom 10 (H): 0.096, atom 11 (H): 0.108, atom 12 (H): 0.005, atom 13 (H): 0.088, atom 14 (H): 0.114, atom 15 (H): 0.143, atom 16 (H): 0.039, atom 17 (H): 0.102, atom 18 (H): 0.138, atom 19 (H): 0.069